Run one
# C3H10N2O3

A 4-piece molecular cluster, C3H10N2O3 overall (the ωB97M-V functional and the def2-TZVPD basis, the OMol25 dataset).

Last column: Löwdin charge in e.
Element x y z (Å)
C1 0.00983 2.12086 -1.36474  -0.174
C2 0.99498 1.27700 -0.95280  -0.098
N1 0.47909 0.65604 0.16008  0.027
C3 -0.75881 1.15539 0.37222  -0.245
N2 -1.07630 2.04890 -0.53013  0.040
H1 -0.05702 2.77800 -2.22091  0.092
H2 1.96716 0.96054 -1.26758  0.104
H3 0.99243 0.10103 0.83235  0.098
H4 -1.32357 0.96172 1.27255  0.120
O1 1.46179 -0.21986 2.82674  -0.057
H5 1.09299 -1.09741 2.66994  0.023
H6 0.72397 0.38484 2.95292  0.040
O2 -0.42362 -2.07452 1.18703  -0.055
H7 -0.72002 -1.49436 0.47347  0.004
H8 0.08126 -2.76849 0.75283  0.052
O3 -0.96223 -1.74082 -2.07337  -0.055
H9 -0.73764 -1.87228 -2.99870  0.039
H10 -1.74427 -1.17658 -2.09190  0.043

## Properties
frontier orbital gap	9.456	eV



Run two
# C3H10N2O3

A 2-piece molecular cluster, C3H10N2O3 overall (the ωB97M-V functional and the def2-TZVPD basis, the OMol25 dataset).

Last column: Löwdin charge in e.
Element x y z (Å)
N1 -2.02317 0.03531 -0.98431  0.179
C1 -2.06827 -0.12165 0.36695  -0.579
O1 -1.64458 0.66500 1.21899  0.019
O2 -3.22036 -0.78582 0.70207  0.071
H1 -1.32301 0.65355 -1.37856  0.099
H2 -2.72158 -0.40674 -1.55919  0.115
H3 -3.43633 -0.61108 1.62876  0.120
C2 1.30898 -0.62967 -1.07698  -0.115
N2 0.99093 -0.06104 0.21892  -0.223
C3 2.19604 0.11105 1.01384  -0.107
O3 0.46053 1.38216 -0.09338  -0.112
H4 0.36902 -0.83967 -1.58316  0.059
H5 1.92976 0.03020 -1.69566  0.087
H6 1.85491 -1.56504 -0.95519  0.087
H7 2.90503 0.77774 0.50593  0.083
H8 2.71900 -0.83676 1.14663  0.084
H9 1.91921 0.55440 1.96750  0.083
H10 -0.21611 1.64804 0.55683  0.051

## Properties
frontier orbital gap	9.661	eV



Question: which arrangement is favored energetically? Ranking from most to least stable: run one, run two.



Run one
# C3H10N2O3

A 2-piece molecular cluster, C3H10N2O3 overall (the ωB97M-V functional and the def2-TZVPD basis, the OMol25 dataset).

Last column: Löwdin charge in e.
Element x y z (Å)
N1 0.06644 2.23438 -0.51356  0.151
C1 -1.06699 2.15405 0.26196  -0.664
O1 -1.45190 2.99931 1.01729  0.093
O2 -1.78542 1.01561 0.05940  0.085
H1 0.55353 1.37234 -0.73552  0.041
H2 0.64876 3.02073 -0.25724  0.108
H3 -1.49196 0.61924 -0.77002  0.096
N2 1.55865 -0.46997 -1.00514  -0.015
C2 1.58628 -1.79921 -0.38033  -0.258
C3 0.20441 -2.19391 0.09556  -0.278
O3 0.35667 -3.38562 0.85320  -0.067
H4 1.13066 -0.54968 -1.92365  0.080
H5 2.51451 -0.19159 -1.19510  0.079
H6 2.24721 -1.76880 0.47980  0.118
H7 1.96265 -2.58481 -1.04255  0.116
H8 -0.46174 -2.38135 -0.75338  0.117
H9 -0.22401 -1.39143 0.69619  0.111
H10 -0.48943 -3.61178 1.24930  0.087

## Properties
frontier orbital gap	10.714	eV



Run two
# C3H10N2O3

A 4-piece molecular cluster, C3H10N2O3 overall (the ωB97M-V functional and the def2-TZVPD basis, the OMol25 dataset).

Last column: Löwdin charge in e.
Element x y z (Å)
C1 0.07909 0.52462 1.02144  -0.032
C2 -0.18879 -0.91463 1.45145  -0.040
N1 -1.35393 -1.53499 1.01511  0.197
C3 -0.72235 -1.04931 -0.18690  -0.062
N2 -0.40064 0.33038 -0.44165  0.109
H1 -0.75030 1.19948 1.30385  0.131
H2 0.20487 -1.29954 2.37493  0.139
H3 -0.14628 -1.73299 -0.77220  0.151
H4 0.11548 0.41890 -1.33321  0.096
H5 1.06674 0.97621 0.96702  0.112
H6 2.12282 -0.39951 -3.24070  -0.012
O1 1.59538 0.10905 -2.62745  -0.249
H7 3.49468 1.60082 -0.75256  -0.076
H8 2.16206 0.51126 -1.74167  -0.064
O2 2.91380 0.84555 -0.69500  -0.385
H9 -3.81990 0.03794 0.59225  0.047
H10 -2.78714 -0.08277 1.62713  -0.001
O3 -3.58559 0.45952 1.43814  -0.062

## Properties
frontier orbital gap	4.365	eV



Question: which arrangement is favored energetically? Ranking from most to least stable: run one, run two.



Run one
# C3H10N2O3

C3H10N2O3 as an isolated structure (the ωB97M-V functional and the def2-TZVPD basis, the OMol25 dataset).

Last column: Löwdin charge in e.
Element x y z (Å)
N1 -0.40986 0.27844 -1.23884  0.052
C1 0.05156 -0.11314 0.12069  -0.296
C2 -0.09456 1.08658 1.04498  -0.217
O1 -1.45645 1.52058 0.94395  -0.072
C3 1.58010 -0.53006 0.13372  -0.553
N2 1.70972 -1.53527 -0.87527  0.133
O2 2.44164 0.17949 0.60177  0.087
H1 0.12612 -0.40433 -1.77891  0.069
H2 0.10278 1.12147 -1.50338  0.099
H3 -0.59920 -0.91562 0.49142  0.140
H4 0.06096 0.76980 2.09173  0.135
H5 0.50852 1.93731 0.71643  0.124
H6 -1.56363 2.22474 1.58551  0.082
H7 2.63735 -1.80908 -1.20396  0.095
H8 1.58416 -1.87848 0.25536  0.190
H9 -3.73958 -0.77096 -0.96997  0.043
H10 -2.19973 -0.47778 -0.97311  -0.020
O3 -2.90895 -0.91970 -0.48068  -0.091

## Properties
frontier orbital gap	10.065	eV



Run two
# C3H10N2O3

C3H10N2O3 as an isolated structure (the ωB97M-V functional and the def2-TZVPD basis, the OMol25 dataset).

Last column: Löwdin charge in e.
Element x y z (Å)
C1 -1.77962 -0.50530 1.02303  -0.227
O1 -0.71157 -0.94551 1.90664  -0.110
C2 -1.69427 -1.04218 -0.41761  -0.206
N1 -1.36649 0.01806 -1.40849  0.040
H1 -1.75497 0.60653 0.99527  0.121
H2 -2.68378 -0.90970 1.49529  0.110
H3 0.08391 -1.05659 1.32851  0.035
H4 -0.88322 -1.78271 -0.52364  0.117
H5 -2.65827 -1.54118 -0.67188  0.118
H6 -0.40645 0.72887 -0.83000  0.083
H7 -2.23702 0.55094 -1.62375  0.144
H8 -0.92053 -0.36216 -2.23940  0.126
N2 2.70097 1.09312 -0.00807  0.159
C3 1.44688 0.59701 -0.18684  -0.624
O2 0.58154 1.46951 -0.71502  -0.041
O3 1.11045 -0.61839 0.04072  -0.059
H9 3.51505 0.46494 0.02296  0.121
H10 2.92263 1.98082 -0.40763  0.093

## Properties
frontier orbital gap	10.220	eV



Run three
# C3H10N2O3

C3H10N2O3 as an isolated structure (the ωB97M-V functional and the def2-TZVPD basis, the OMol25 dataset).

Last column: Löwdin charge in e.
Element x y z (Å)
C1 1.29841 -0.87272 -0.40764  -0.116
C2 0.19520 -1.80387 0.40169  -0.274
O1 0.10318 -1.45488 1.64142  -0.015
N1 0.78316 0.29548 -0.78211  0.141
C3 -0.05319 1.15251 0.16354  -0.543
N2 0.67703 1.37417 1.35843  0.110
O2 -1.24586 0.55844 0.27985  -0.041
H1 1.68519 -1.39292 -1.24679  0.133
H2 2.07842 -0.69388 0.28926  0.129
H3 0.67109 -2.82037 0.34509  0.149
H4 -0.74985 -1.79171 -0.13289  0.123
H5 0.90625 0.44405 1.78817  0.076
H6 0.30927 0.34434 -1.72550  0.113
H7 0.01420 1.76453 2.04980  0.109
H8 -0.23906 2.03463 -0.48253  0.155
H9 -1.81925 0.41371 -2.88792  -0.008
H10 -1.57255 0.58724 -0.82746  0.047
O3 -1.29602 0.52920 -2.09366  -0.290

## Properties
frontier orbital gap	6.153	eV



Question: which arrangement is favored energetically? Ranking from most to least stable: run two, run one, run three.



Run one
# C4H6N4O2

A 2-piece molecular cluster, C4H6N4O2 overall (the ωB97M-V functional and the def2-TZVPD basis, the OMol25 dataset).

Last column: Löwdin charge in e.
Element x y z (Å)
C1 1.64019 -1.42998 0.82019  0.095
C2 3.11591 0.15374 -0.33051  0.421
C3 0.29098 -1.73735 0.54657  -0.148
C4 -1.75492 -2.62982 0.76576  -0.376
N1 2.34952 -0.67529 -0.02930  0.166
N2 -1.59113 -1.91539 -0.48632  0.222
N3 -0.47444 -1.23971 -0.53278  0.212
N4 -1.18060 0.95352 0.04556  0.068
O1 -2.66217 -3.22197 1.15800  0.335
O2 -0.47475 -2.57712 1.34950  0.190
H1 2.24431 -1.82953 1.60364  0.172
H2 3.87702 0.36466 -1.02437  0.152
H3 -2.28632 -1.55824 -1.12265  0.207
H4 -0.67025 1.73359 0.61632  0.119
H5 -1.92932 0.90230 0.78762  0.088
H6 -1.61844 1.38646 -0.78332  0.078

## Properties
net charge	+2
frontier orbital gap (alpha / beta)	6.923 / 6.921	eV



Run two
# C4H6N4O2

A 2-piece molecular cluster, C4H6N4O2 overall (the ωB97M-V functional and the def2-TZVPD basis, the OMol25 dataset).

Last column: Löwdin charge in e.
Element x y z (Å)
C1 -0.78649 -0.46676 -0.92088  -0.068
C2 -0.34956 -2.86005 -0.61155  0.341
C3 -0.70164 0.58412 0.02585  -0.247
C4 2.83636 -0.15347 0.19426  -0.380
N1 -0.53905 -1.70505 -0.66622  0.054
N2 -0.94431 2.72988 -0.93176  0.323
N3 -0.52830 1.80662 -0.31624  0.082
N4 -0.66207 0.31414 1.49866  0.281
O1 3.89951 -0.10911 -0.12438  0.343
O2 1.70657 -0.24619 0.45360  0.141
H1 -1.01193 -0.14830 -2.00332  0.198
H2 -0.44024 -3.98285 -0.87883  0.201
H3 -0.47945 3.50811 -1.31119  0.131
H4 -0.01540 0.92726 1.99307  0.178
H5 -0.39733 -0.72807 1.68185  0.218
H6 -1.58667 0.52975 1.91707  0.204

## Properties
net charge	+2
frontier orbital gap (alpha / beta)	7.143 / 7.146	eV



Question: which arrangement is favored energetically? Ranking from most to least stable: run two, run one.



Run one
# C2H3P3

C2H3P3 in the gas phase (the ωB97M-V functional and the def2-TZVPD basis, the OMol25 dataset).

Last column: Löwdin charge in e.
Element x y z (Å)
C1 0.92702 -0.52107 -0.05019  -0.157
C2 0.91456 0.80791 0.13677  -0.590
P1 -0.62253 1.71012 0.04073  0.480
P2 -1.99973 0.13174 0.01055  -0.013
P3 -2.94425 -1.51572 0.08347  0.247
H1 1.88271 -0.99287 -0.37420  0.072
H2 -0.00570 -0.93141 -0.25862  -0.091
H3 1.84792 1.31128 0.41150  0.051

## Properties
frontier orbital gap	6.278	eV



Run two
# C2H3P3

C2H3P3 as an isolated structure (the ωB97M-V functional and the def2-TZVPD basis, the OMol25 dataset).

Last column: Löwdin charge in e.
Element x y z (Å)
C1 -0.27616 0.97916 -0.19978  -0.905
C2 2.11147 -0.06957 -0.30214  -0.244
P1 -1.93723 0.92938 -0.47084  0.528
P2 0.60070 -0.55988 0.07658  0.617
P3 -2.04431 -1.25872 0.16890  0.348
H1 0.22578 1.94115 -0.54190  0.014
H2 3.00189 -0.61824 -0.19904  -0.082
H3 -1.68213 -1.34328 1.46823  -0.276

## Properties
frontier orbital gap (alpha / beta)	6.874 / 7.586	eV



Question: which arrangement is favored energetically? Ranking from most to least stable: run one, run two.



Run one
# C5H15N2

A 3-piece molecular cluster, C5H15N2 overall (the ωB97M-V functional and the def2-TZVPD basis, the OMol25 dataset).

Last column: Mulliken spin population.
Element x y z (Å)
C1 4.94075 0.55073 0.30123  0.000
C2 0.58324 -1.04601 0.61058  -0.032
C3 0.13610 -0.36527 -0.46581  0.837
C4 -2.68155 0.32504 0.76594  0.014
N1 -3.76652 0.55882 -0.26308  -0.001
C5 -3.66893 -0.45526 -1.37514  -0.001
N2 3.77744 1.33100 -0.16902  0.001
H1 5.17487 0.33083 1.43274  0.000
H2 5.93461 0.90280 -0.04717  0.000
H3 0.84961 -0.47507 1.42672  0.032
H4 0.60360 -2.16318 0.73731  0.062
H5 -1.71935 0.04698 0.23640  0.011
H6 -0.60471 -1.06263 -1.04303  0.073
H7 -2.96580 -0.57513 1.30010  0.000
H8 -2.70594 1.19626 1.35342  -0.004
H9 -4.67302 0.48311 0.19941  0.001
H10 -4.48404 -0.61190 -2.00947  0.000
H11 -2.84885 -0.11578 -1.94418  0.003
H12 -3.33589 -1.43739 -0.96614  -0.001
H13 2.97300 0.74692 -0.02061  0.005
H14 4.80001 -0.47649 -0.13025  0.000
H15 3.68137 2.31161 0.07004  0.000

## Properties
spin multiplicity	2
frontier orbital gap (alpha / beta)	9.732 / 7.475	eV



Run two
# C5H15N2

C5H15N2 in the gas phase (the ωB97M-V functional and the def2-TZVPD basis, the OMol25 dataset).

Last column: Mulliken spin population.
Element x y z (Å)
C1 -2.06118 -0.10311 1.55088  -0.202
C2 -1.05436 -0.28480 0.45524  0.360
C3 0.22800 0.48419 0.73777  0.144
C4 1.15278 0.73602 -0.42407  0.162
C5 1.69670 -0.48683 -1.12457  0.077
N1 2.86876 -0.90998 -0.32934  -0.007
N2 -1.77497 0.23356 -0.82938  2.473
H1 -2.15220 0.94157 1.87701  -0.035
H2 -3.08091 -0.45207 1.40924  -0.122
H3 -1.83320 -0.73667 2.43121  0.026
H4 -0.91772 -1.31172 0.10664  0.186
H5 -0.05022 1.46359 1.18063  -0.060
H6 0.60491 -0.02281 1.63303  -0.004
H7 0.54674 1.24631 -1.19935  -0.153
H8 1.91287 1.45808 -0.08108  -0.009
H9 2.09928 -0.19141 -2.11404  -0.024
H10 0.92843 -1.25323 -1.22105  -0.087
H11 3.30440 -1.80973 -0.37708  0.003
H12 3.54312 -0.16956 -0.23073  -0.003
H13 -1.93356 1.28465 -0.77513  -0.518
H14 -1.29365 0.02801 -1.73793  -0.504
H15 -2.73402 -0.14406 -0.93791  -0.702

## Properties
spin multiplicity	2
frontier orbital gap (alpha / beta)	4.573 / 9.858	eV



Question: which arrangement is favored energetically? Ranking from most to least stable: run two, run one.